Molecular formula: C72H80O24
Method: DFT, ωB97M-V with the def2-TZVPD basis set

Last columns: bonded neighbours and bond lengths (Å).
Positions of all 176 atoms, in Å:
1 O -2.7779 -3.4163 -5.2037  C2 1.198
2 C -2.3252 -2.7032 -6.0535  O1 1.198, C3 1.532, C16 1.481
3 C -1.3323 -1.6119 -5.6414  C2 1.532, C4 1.355, C8 1.396
4 C -1.0957 -1.4953 -4.3123  C3 1.355, C5 1.392, H17 1.124
5 C -0.1581 -0.5442 -3.9213  C4 1.392, C6 1.368, H18 1.097
6 C 0.3640 0.3912 -4.7730  C5 1.368, C7 1.411, H19 1.080
7 C 0.0005 0.3511 -6.1358  C6 1.411, C8 1.398, H20 1.124
8 C -0.7285 -0.7612 -6.5685  C3 1.396, C7 1.398, C9 1.453
9 C -1.0380 -0.9408 -7.9762  C8 1.453, O10 1.232, C11 1.551
10 O -0.5103 -0.2709 -8.8649  C9 1.232
11 C -2.0540 -2.0478 -8.3627  C9 1.551, C12 1.347, C16 1.371
12 C -2.3090 -2.1780 -9.6785  C11 1.347, C13 1.378, H21 1.076
13 C -3.2211 -3.0986 -10.1472  C12 1.378, C14 1.443, H22 1.062
14 C -3.9145 -3.9365 -9.1987  C13 1.443, C15 1.398, H23 1.081
15 C -3.7081 -3.7757 -7.8251  C14 1.398, C16 1.399, H24 1.072
16 C -2.7206 -2.8496 -7.4729  C2 1.481, C11 1.371, C15 1.399
17 H -1.6470 -2.1640 -3.5969  C4 1.124
18 H 0.0878 -0.4918 -2.8537  C5 1.097
19 H 1.0537 1.1447 -4.4232  C6 1.080
20 H 0.3175 1.0711 -6.9383  C7 1.124
21 H -1.8114 -1.5243 -10.3730  C12 1.076
22 H -3.4962 -3.1815 -11.1696  C13 1.062
23 H -4.6036 -4.6962 -9.5417  C14 1.081
24 H -4.2653 -4.3383 -7.1019  C15 1.072
25 O 0.3880 -7.4237 2.7366  C26 1.231
26 C 0.6817 -6.6344 3.6343  O25 1.231, C27 1.493, C40 1.479
27 C 0.4560 -5.1704 3.4495  C26 1.493, C28 1.361, C32 1.388
28 C -0.1406 -4.7009 2.3198  C27 1.361, C29 1.407, H41 1.077
29 C -0.1057 -3.3122 2.0957  C28 1.407, C30 1.384, H42 1.067
30 C 0.5458 -2.4690 2.9786  C29 1.384, C31 1.399, H43 1.087
31 C 1.0927 -2.9579 4.1700  C30 1.399, C32 1.380, H44 1.114
32 C 1.0914 -4.3263 4.3489  C27 1.388, C31 1.380, C33 1.471
33 C 1.6805 -4.8324 5.5978  C32 1.471, O34 1.204, C35 1.480
34 O 1.9414 -4.0882 6.5080  C33 1.204
35 C 1.9460 -6.2784 5.7652  C33 1.480, C36 1.364, C40 1.380
36 C 2.6607 -6.6983 6.8488  C35 1.364, C37 1.389, H45 1.088
37 C 2.7634 -8.0603 7.1026  C36 1.389, C38 1.382, H46 1.112
38 C 2.2309 -8.9291 6.1690  C37 1.382, C39 1.376, H47 1.090
39 C 1.6822 -8.5005 4.9816  C38 1.376, C40 1.404, H48 1.087
40 C 1.4504 -7.1280 4.7976  C26 1.479, C35 1.380, C39 1.404
41 H -0.5686 -5.3519 1.5757  C28 1.077
42 H -0.4408 -2.8922 1.1740  C29 1.067
43 H 0.5037 -1.3863 2.8930  C30 1.087
44 H 1.5524 -2.2890 4.9329  C31 1.114
45 H 3.0633 -5.9168 7.4893  C36 1.088
46 H 3.1736 -8.4665 8.0525  C37 1.112
47 H 2.2683 -10.0054 6.3378  C38 1.090
48 H 1.2912 -9.2221 4.2695  C39 1.087
49 O 2.2568 -6.4399 -0.0989  C50 1.229
50 C 2.6858 -5.3190 0.1676  O49 1.229, C51 1.467, C64 1.484
51 C 3.4094 -5.1434 1.4322  C50 1.467, C52 1.390, C56 1.410
52 C 3.8689 -6.2281 2.1699  C51 1.390, C53 1.360, H65 1.099
53 C 4.4792 -6.0552 3.3730  C52 1.360, C54 1.360, H66 1.082
54 C 4.5146 -4.8019 3.9001  C53 1.360, C55 1.388, H67 1.127
55 C 4.1079 -3.7003 3.1600  C54 1.388, C56 1.374, H68 1.099
56 C 3.6226 -3.8232 1.8803  C51 1.410, C55 1.374, C57 1.473
57 C 3.3974 -2.6842 0.9741  C56 1.473, O58 1.243, C59 1.465
58 O 3.6666 -1.5239 1.3313  C57 1.243
59 C 2.9190 -2.9178 -0.3901  C57 1.465, C60 1.447, C64 1.412
60 C 2.7812 -1.8755 -1.3845  C59 1.447, C61 1.411, H69 1.073
61 C 2.3143 -2.2322 -2.6671  C60 1.411, C62 1.413, H70 1.084
62 C 1.8211 -3.5267 -2.9437  C61 1.413, C63 1.376, H71 1.069
63 C 1.7833 -4.4825 -1.9539  C62 1.376, C64 1.392, H72 1.128
64 C 2.3938 -4.1811 -0.7397  C50 1.484, C59 1.412, C63 1.392
65 H 3.6680 -7.1863 1.6713  C52 1.099
66 H 4.8011 -6.8760 3.9993  C53 1.082
67 H 4.8501 -4.5707 4.9511  C54 1.127
68 H 4.3960 -2.6880 3.4766  C55 1.099
69 H 3.1009 -0.8707 -1.1852  C60 1.073
70 H 2.3148 -1.4599 -3.4274  C61 1.084
71 H 1.4269 -3.6708 -3.9264  C62 1.069
72 H 1.3515 -5.5130 -2.1101  C63 1.128
73 O -5.1811 3.2850 -1.9926  C74 1.194
74 C -4.9400 3.9338 -2.9661  O73 1.194, C75 1.483, C88 1.516
75 C -3.5993 4.0696 -3.5862  C74 1.483, C76 1.376, C80 1.371
76 C -2.5281 3.4635 -2.9709  C75 1.376, C77 1.358, H89 1.101
77 C -1.2636 3.6916 -3.4098  C76 1.358, C78 1.372, H90 1.080
78 C -1.0569 4.5509 -4.4592  C77 1.372, C79 1.437, H91 1.089
79 C -2.1452 5.2535 -5.0818  C78 1.437, C80 1.422, H92 1.085
80 C -3.4580 4.8741 -4.6871  C75 1.371, C79 1.422, C81 1.484
81 C -4.5516 5.6318 -5.3456  C80 1.484, O82 1.221, C83 1.461
82 O -4.3844 6.4037 -6.2770  C81 1.221
83 C -5.8876 5.4673 -4.7775  C81 1.461, C84 1.390, C88 1.400
84 C -6.9856 6.0620 -5.3872  C83 1.390, C85 1.348, H93 1.072
85 C -8.2287 5.9041 -4.8894  C84 1.348, C86 1.400, H94 1.077
86 C -8.4345 5.0165 -3.8271  C85 1.400, C87 1.361, H95 1.114
87 C -7.3786 4.3976 -3.2312  C86 1.361, C88 1.385, H96 1.071
88 C -6.0880 4.6181 -3.6828  C74 1.516, C83 1.400, C87 1.385
89 H -2.7518 2.9042 -2.0496  C76 1.101
90 H -0.4161 3.1431 -3.0269  C77 1.080
91 H -0.0324 4.8507 -4.6749  C78 1.089
92 H -2.0298 5.9721 -5.8862  C79 1.085
93 H -6.8458 6.6620 -6.2640  C84 1.072
94 H -9.0514 6.4878 -5.2669  C85 1.077
95 H -9.4912 4.9315 -3.4845  C86 1.114
96 H -7.4503 3.6631 -2.4549  C87 1.071
97 O -2.1524 5.9176 4.1640  C98 1.416, H101 0.981
98 C -2.2736 4.5526 3.8060  O97 1.416, C99 1.543, H102 1.070, H103 1.078
99 C -1.3820 3.6719 4.7064  C98 1.543, O100 1.452, H104 1.080, H105 1.089
100 O -1.2293 2.3911 4.0407  C99 1.452, H106 0.966
101 H -1.2507 6.2435 4.3712  O97 0.981
102 H -3.3159 4.3271 3.8983  C98 1.070
103 H -2.0308 4.3294 2.7802  C98 1.078
104 H -1.8009 3.4485 5.6768  C99 1.080
105 H -0.4527 4.2306 4.8096  C99 1.089
106 H -1.9146 2.3675 3.3600  O100 0.966
107 O 0.8322 -0.3612 0.5669  C108 1.397, H111 0.974
108 C -0.3215 -0.2797 -0.2160  O107 1.397, C109 1.483, H112 1.095, H113 1.103
109 C -0.4458 0.9474 -1.0387  C108 1.483, O110 1.381, H114 1.128, H115 1.089
110 O 0.7730 1.3722 -1.5305  C109 1.381, H116 0.958
111 H 0.6722 0.2654 1.2957  O107 0.974
112 H -0.3003 -1.2276 -0.7648  C108 1.095
113 H -1.2683 -0.3158 0.3477  C108 1.103
114 H -0.8487 1.7731 -0.3840  C109 1.128
115 H -1.1537 0.7328 -1.8382  C109 1.089
116 H 1.3881 1.1223 -0.8396  O110 0.958
117 O 3.3781 3.5011 -0.1004  C118 1.446, H121 1.001
118 C 4.2149 3.9940 -1.1713  O117 1.446, C119 1.580, H122 1.068, H123 1.059
119 C 3.3894 4.3577 -2.4681  C118 1.580, O120 1.394, H124 1.095, H125 1.112
120 O 2.8233 3.2218 -3.0450  C119 1.394, H126 0.958
121 H 3.7938 2.6480 0.2165  O117 1.001
122 H 4.8546 4.7583 -0.7882  C118 1.068
123 H 4.8034 3.1371 -1.3710  C118 1.059
124 H 4.0161 4.8774 -3.1997  C119 1.095
125 H 2.5972 5.0275 -2.0674  C119 1.112
126 H 2.3908 2.6938 -2.3721  O120 0.958
127 O 0.8926 7.1073 3.4355  C128 1.406, H131 0.968
128 C 0.6467 7.1575 2.0516  O127 1.406, C129 1.583, H132 1.093, H133 1.087
129 C 1.0291 5.7887 1.3537  C128 1.583, O130 1.359, H134 1.136, H135 1.091
130 O 2.3356 5.5113 1.6067  C129 1.359, H136 0.984
131 H 1.8313 6.9469 3.6085  O127 0.968
132 H -0.3900 7.4003 1.8062  C128 1.093
133 H 1.2295 8.0088 1.7090  C128 1.087
134 H 0.6657 5.7400 0.2790  C129 1.136
135 H 0.3812 5.0914 1.8859  C129 1.091
136 H 2.6600 4.6847 1.1838  O130 0.984
137 O 0.7132 1.8579 2.2260  C138 1.373, H141 0.959
138 C 1.7830 2.0468 3.0647  O137 1.373, C139 1.526, H142 1.109, H143 1.105
139 C 2.2509 0.7724 3.7626  C138 1.526, O140 1.411, H144 1.121, H145 1.121
140 O 1.1775 0.2981 4.5456  C139 1.411, H146 0.981
141 H -0.0675 2.1521 2.6997  O137 0.959
142 H 2.5932 2.4583 2.4293  C138 1.109
143 H 1.5826 2.6811 3.9467  C138 1.105
144 H 3.1243 0.9449 4.4441  C139 1.121
145 H 2.4204 -0.0182 2.9862  C139 1.121
146 H 0.6265 1.0096 4.9356  O140 0.981
147 O 7.6276 0.4398 0.1470  C148 1.433, H151 0.955
148 C 6.2407 0.2230 -0.1400  O147 1.433, C149 1.503, H152 1.108, H153 1.122
149 C 5.5216 0.8467 1.0235  C148 1.503, O150 1.418, H154 1.082, H155 1.070
150 O 4.1686 1.1710 0.7508  C149 1.418, H156 0.972
151 H 8.1702 0.2015 -0.6020  O147 0.955
152 H 5.9614 0.7448 -1.0761  C148 1.108
153 H 6.0147 -0.8674 -0.2758  C148 1.122
154 H 6.0609 1.7720 1.1773  C149 1.082
155 H 5.6320 0.2536 1.9075  C149 1.070
156 H 3.6501 0.3676 0.9244  O150 0.972
157 O -2.8538 2.0382 1.9621  C158 1.473, H161 0.955
158 C -4.0885 1.3467 1.5548  O157 1.473, C159 1.503, H162 1.116, H163 1.094
159 C -3.6977 0.2296 0.6279  C158 1.503, O160 1.399, H164 1.098, H165 1.079
160 O -3.1730 -0.8803 1.2994  C159 1.399, H166 0.968
161 H -2.3623 2.2798 1.1798  O157 0.955
162 H -4.5692 0.8944 2.4546  C158 1.116
163 H -4.7926 2.0672 1.1280  C158 1.094
164 H -3.0170 0.5285 -0.1800  C159 1.098
165 H -4.6006 -0.0544 0.1096  C159 1.079
166 H -2.7856 -0.6427 2.1543  O160 0.968
167 O -1.0914 -0.3658 6.5169  C168 1.366, H171 0.964
168 C -2.1754 -1.1433 6.2227  O167 1.366, C169 1.510, H172 1.081, H173 1.080
169 C -2.2974 -1.6584 4.8088  C168 1.510, O170 1.386, H174 1.075, H175 1.118
170 O -2.1316 -0.6029 3.9266  C169 1.386, H176 0.986
171 H -0.2739 -0.8752 6.4754  O167 0.964
172 H -2.1443 -2.0502 6.8095  C168 1.081
173 H -3.0525 -0.5927 6.5291  C168 1.080
174 H -3.2573 -2.1196 4.6639  C169 1.075
175 H -1.4478 -2.3790 4.7118  C169 1.118
176 H -1.5733 0.1034 4.3278  O170 0.986

The SMILES is O=C1c2ccccc2C(=O)c2ccccc21.O=C1c2ccccc2C(=O)c2ccccc21.O=C1c2ccccc2C(=O)c2ccccc21.O=C1c2ccccc2C(=O)c2ccccc21.OCCO.OCCO.OCCO.OCCO.OCCO.OCCO.OCCO.OCCO. The calculation puts the energy at -125099.1051 eV. Its total charge is 0. Its energy relative to the best compared isomer or geometry (same formula, charge and spin) is 0.0 kcal/mol. As for the HOMO-LUMO gap: 0.299 Ha. As for the LUMO energy: -1.364 eV.

Löwdin atomic charge list, values in e, 6 entries:
1. O 0.1101
2. C -0.2750
3. C -0.0860
4. C -0.0032
5. C -0.0936
6. C -0.0425